# 1
A structure of composition C4H9Cl2N2O in a non-equilibrium geometry. Source: the Open Molecules 2025 dataset; level of theory: the ωB97M-V functional and the def2-TZVPD basis.

Geometry (Å):
C1 -0.80579 0.41456 -0.03477
C2 -0.48549 -0.53921 -0.93661
C3 -2.07638 1.23974 -0.13042
C4 1.50805 -1.56377 0.21427
N1 0.54914 -1.38242 -0.79286
N2 0.10522 1.00372 0.98895
O1 2.29388 -0.31652 0.36452
Cl1 -1.55596 -0.93962 -2.13562
Cl2 -1.61293 2.93570 0.21301
H1 -2.92685 0.94288 0.71077
H2 -2.57175 1.12990 -1.02597
H3 2.23722 -2.40813 0.17546
H4 0.97851 -1.87926 1.10490
H5 0.71074 -1.77590 -1.73818
H6 -0.17610 2.04824 0.78086
H7 1.01812 0.73838 0.69087
H8 -0.03515 0.76286 1.99710
H9 2.84553 -0.41115 -0.44626

Atoms 1-6, force components in eV/Å:
-1.33 0.89 0.25
0.17 1.14 3.76
-0.82 -1.21 4.38
0.81 0.46 1.44
0.93 -2.31 -3.94
-2.07 0.17 -0.46

Output
DFT total energy   -1262.63891 Ha
Frontier orbital gap   0.36747 Ha
Total charge   +1
Lowest unoccupied orbital energy   -3.052 eV

=====

# 2
The ion C5H9NO7S2 with charge -2 in a non-equilibrium geometry. Source: the Open Molecules 2025 dataset; level of theory: the ωB97M-V functional and the def2-TZVPD basis.

Geometry (Å):
C1 0.49991 0.43232 -1.63420
C2 0.46301 1.85594 -1.09030
C3 -0.51150 1.13421 0.98904
C4 -0.54598 -0.34568 0.46981
C5 -0.41573 -1.45548 1.49488
N1 0.53981 -0.57657 -0.58479
O1 -2.51462 0.44170 -1.28414
O2 2.18245 -0.00322 1.51038
O3 -2.26629 -1.93909 -0.88474
O4 -3.10684 -0.62721 0.91428
O5 2.37053 -2.08609 0.20710
O6 3.07755 -0.01623 -0.82611
O7 -0.44000 2.14788 -0.04059
S1 -2.17790 -0.58480 -0.26350
S2 2.11636 -0.60450 0.11854
H1 -0.27311 0.20536 -2.30554
H2 1.45924 0.23366 -2.21857
H3 1.48540 1.97003 -0.67211
H4 0.18224 2.67057 -1.78626
H5 -1.40242 1.20048 1.45541
H6 0.38438 1.28685 1.50747
H7 -0.76798 -2.32674 1.00147
H8 -1.07348 -1.30614 2.36614
H9 0.73494 -1.70724 1.55633

Atoms 1-6, force components in eV/Å:
1.57 -0.02 -0.84
0.76 0.61 0.62
2.10 -1.14 -3.23
1.25 0.78 -1.14
2.16 -0.18 0.09
-0.42 1.38 1.28

Output
Structure (SMILES)   C[C@@]1(S(=O)(=O)[O-])COCCN1S(=O)(=O)[O-]
DFT total energy   -1573.72908 Ha
Frontier orbital gap   0.29015 Ha
Total charge   -2
Lowest unoccupied orbital energy   5.943 eV

=====

# 3
An isolated molecule of C2H3N3S2 in a non-equilibrium geometry. Source: the Open Molecules 2025 dataset; level of theory: the ωB97M-V functional and the def2-TZVPD basis.

Geometry (Å):
C1 -0.36688 -0.56321 -0.09155
C2 1.44807 0.48431 -0.59453
H1 -2.08149 -2.15636 0.01890
H2 2.24787 1.19807 -0.68147
H3 -1.27081 1.46137 1.62466
N1 0.28894 -1.31644 -0.95781
N2 1.43668 -0.65330 -1.25732
N3 0.30936 0.58291 0.14098
S1 -1.94106 -0.95848 0.60585
S2 -0.07067 1.92114 1.19228

Atoms 1-6, force components in eV/Å:
-0.40 -1.20 -0.81
0.20 -1.23 -1.00
0.32 0.13 -0.11
-0.16 0.24 0.28
0.39 -0.02 -0.27
-0.38 0.48 0.76

Output
Structure (SMILES)   Sc1nncn1S
DFT total energy   -1038.60325 Ha
Frontier orbital gap   0.34149 Ha
Total charge   0
Lowest unoccupied orbital energy   0.201 eV

=====

# 4
A structure of composition C43H49NO2PS2Ta in a non-equilibrium geometry. Source: the Open Molecules 2025 dataset; level of theory: the ωB97M-V functional and the def2-TZVPD basis.

Geometry (Å):
Ta1 0.58540 1.14015 -0.11061
C1 2.75930 -0.17095 0.99980
C2 3.11050 0.87269 0.12964
C3 2.50999 2.08483 0.62981
C4 1.90199 1.73688 1.89841
C5 2.00862 0.36981 2.08333
C6 1.66791 -0.38686 3.32328
C7 1.53497 2.78262 2.90477
C8 3.08488 3.43821 0.31888
C9 4.15133 0.82596 -0.94158
C10 3.34521 -1.53930 1.06499
H1 2.59483 -0.69446 3.81584
H2 1.10106 -1.29682 3.13150
H3 1.11169 0.22091 4.02875
H4 2.18103 2.66523 3.77826
H5 0.50251 2.72222 3.25147
H6 1.69915 3.77894 2.50497
H7 3.42686 3.50024 -0.70917
H8 3.96129 3.60954 0.94958
H9 2.37373 4.24383 0.50156
H10 5.04811 1.34307 -0.58926
H11 3.82696 1.31724 -1.85534
H12 4.43507 -0.19450 -1.17971
H13 4.10024 -1.52976 1.85855
H14 3.83167 -1.84153 0.14307
H15 2.61233 -2.29724 1.33771
O1 -0.06186 2.95072 0.69457
N1 -1.24179 3.55435 0.48555
C11 -1.55311 4.58899 1.29816
C12 -2.72243 5.26955 1.11139
C13 -3.57025 4.87673 0.07027
C14 -3.22099 3.82608 -0.74435
C15 -2.01768 3.14432 -0.53826
S1 -1.40029 1.88045 -1.51735
H16 -0.81743 4.80308 2.05925
H17 -2.96810 6.09697 1.76037
H18 -4.50007 5.40432 -0.09628
H19 -3.85330 3.50811 -1.56165
C16 4.01141 -4.30284 -2.01687
C17 3.91247 -3.05004 -2.60922
C18 2.85154 -2.21636 -2.29421
C19 1.88927 -2.61729 -1.36842
C20 1.97463 -3.88448 -0.80130
C21 3.03455 -4.72016 -1.12499
P1 0.50384 -1.46912 -1.04812
C22 -0.72640 -2.56116 -0.28667
C23 -1.74721 -3.21992 -0.96625
C24 -2.53651 -4.15482 -0.30711
C25 -2.30470 -4.45128 1.02847
C26 -1.29326 -3.79315 1.71642
C27 -0.52081 -2.84517 1.06387
C28 0.11862 -1.08244 -2.76973
C29 -0.30286 -1.98850 -3.70857
C30 -0.29775 -1.66095 -5.07609
C31 0.21034 -0.46393 -5.48820
C32 0.72101 0.47051 -4.55636
C33 1.30483 1.68585 -4.98652
C34 1.78992 2.57277 -4.07364
C35 1.68674 2.29380 -2.69572
C36 1.15627 1.11958 -2.20804
C37 0.66658 0.17658 -3.16942
H20 4.83540 -4.95821 -2.26700
H21 4.65533 -2.72654 -3.32766
H22 2.76972 -1.25457 -2.78430
H23 1.22556 -4.23858 -0.10438
H24 3.08964 -5.70566 -0.68100
H25 -1.94549 -3.00580 -2.00741
H26 -3.32497 -4.66370 -0.84646
H27 -2.90776 -5.19679 1.53094
H28 -1.10436 -4.02529 2.75726
H29 0.26692 -2.32689 1.59992
H30 -0.59767 -2.98973 -3.42050
H31 -0.66675 -2.37709 -5.79844
H32 0.24575 -0.21890 -6.54301
H33 1.35271 1.89876 -6.04772
H34 2.23362 3.50546 -4.39794
H35 1.98767 3.08242 -2.01904
C38 -4.77183 -0.42702 -0.68174
C39 -4.78235 -0.62884 0.82787
C40 -3.39342 -0.88515 1.42059
S2 -2.44033 0.63677 1.24375
O2 -0.93481 0.27744 1.15978
C41 -2.70758 1.36893 2.87672
C42 -1.81956 0.86003 3.98598
C43 -2.09346 -0.56279 4.44290
H36 -5.78413 -0.27072 -1.05299
H37 -4.36491 -1.30340 -1.18477
H38 -4.17175 0.43616 -0.97880
H39 -5.38395 -1.50401 1.08259
H40 -5.26589 0.20978 1.33820
H41 -2.85434 -1.64980 0.86121
H42 -3.42846 -1.16418 2.47407
H43 -3.76924 1.19467 3.07710
H44 -2.58030 2.44255 2.72677
H45 -1.95267 1.55333 4.82060
H46 -0.78751 0.96199 3.65956
H47 -3.14491 -0.70965 4.69878
H48 -1.50855 -0.78432 5.33610
H49 -1.81729 -1.29276 3.67899

Atoms 1-6, force components in eV/Å:
-0.07 -0.54 0.87
-0.07 -0.22 -0.26
-0.23 0.32 -0.41
0.97 -0.32 0.34
0.15 1.15 -0.17
-0.38 -0.20 0.08

Output
DFT total energy   -3067.49813 Ha
Frontier orbital gap   0.25576 Ha
Total charge   +2
Lowest unoccupied orbital energy   -5.739 eV

=====

# 5
A structure of composition C41H55ClN12O4SSiTa. Source: the Open Molecules 2025 dataset; level of theory: the ωB97M-V functional and the def2-TZVPD basis.

Geometry (Å):
Ta1 -1.58250 -0.24532 1.55178
C1 -3.09487 -0.83145 5.77371
C2 -2.91861 -0.58163 4.32374
N1 -1.79563 -0.31444 3.75494
N2 -0.67975 -0.13055 4.55257
C3 0.10437 0.76041 4.04374
N3 1.22636 1.13758 4.67105
S1 -0.23659 1.52334 2.46682
C4 -4.06764 -0.50884 3.40203
C5 -5.36600 -0.67772 3.81742
C6 -6.40500 -0.45148 2.91284
C7 -6.09389 -0.03945 1.63409
C8 -4.75947 0.10492 1.28111
N4 -3.75888 -0.14137 2.13056
H1 -2.14014 -0.82982 6.28622
H2 -3.58166 -1.79932 5.91656
H3 -3.74374 -0.06947 6.21129
H4 1.36357 0.83453 5.62559
H5 1.70898 1.97160 4.37853
H6 -5.57629 -0.96553 4.83743
H7 -7.43401 -0.57921 3.22190
H8 -6.85992 0.17929 0.90339
H9 -4.49081 0.43488 0.29017
N5 -0.16573 -0.64216 -1.48820
N6 -1.02725 -1.58283 -2.06204
C9 -1.87729 -2.28411 -1.33197
N7 -2.58792 -3.25039 -1.88128
N8 -1.99884 -1.91677 -0.00230
N9 -2.45999 -2.79577 0.90103
O1 -2.95576 -3.85866 0.70326
O2 -2.27132 -2.31647 2.06793
H10 -0.36336 0.27356 -1.89437
H11 0.78921 -0.89352 -1.74521
H12 -1.01847 -1.72305 -3.06638
H13 -2.42720 -3.52463 -2.84030
H14 -3.20859 -3.81931 -1.32835
C10 6.99728 -2.02687 -0.17126
C11 6.21103 -2.00586 1.14830
C12 6.78368 -0.90845 2.05327
C13 6.41224 -3.36707 1.82745
C14 4.69709 -1.75196 0.84012
O3 4.20650 -2.68077 -0.11680
C15 4.45203 -0.29886 0.37866
C16 3.25337 -0.04663 -0.54853
C17 3.45031 -0.37201 -2.01017
C18 2.85875 -1.48964 -2.59832
C19 2.98838 -1.74511 -3.95623
C20 3.72706 -0.87459 -4.74494
Cl1 3.88058 -1.17552 -6.43616
C21 4.35003 0.22757 -4.17829
C22 4.20129 0.47322 -2.82131
C23 3.87050 -2.06311 2.09721
N10 2.42144 -2.01678 1.85266
C24 1.58527 -1.00573 1.95058
N11 0.35631 -1.39183 1.55980
C25 0.55242 -2.72484 1.26243
N12 1.77384 -3.12142 1.42300
H15 8.06284 -2.07118 0.05274
H16 6.83969 -1.14087 -0.78928
H17 6.77389 -2.91572 -0.76609
H18 7.80992 -1.16431 2.31717
H19 6.23320 -0.81349 2.99271
H20 6.81065 0.06715 1.56698
H21 7.47043 -3.62648 1.80516
H22 5.86638 -4.15844 1.31150
H23 6.11742 -3.35727 2.87876
H24 4.78209 -2.66284 -0.89102
H25 5.33644 0.07464 -0.13798
H26 4.35645 0.33536 1.26616
H27 3.03274 1.02112 -0.47608
H28 2.35567 -0.56421 -0.20667
H29 2.34057 -2.20857 -1.96867
H30 2.54489 -2.62447 -4.40454
H31 4.94537 0.88469 -4.79803
H32 4.68423 1.34450 -2.39039
H33 4.08868 -1.35803 2.89636
H34 4.06539 -3.07470 2.43887
H35 1.88276 -0.01871 2.25295
H36 -0.20376 -3.41516 0.93859
C26 -3.94705 3.37754 1.02569
C27 -2.92823 3.70155 -0.07283
C28 -3.55814 4.70320 -1.05832
C29 -1.69862 4.37356 0.55542
Si1 -2.43115 2.14254 -0.99959
O4 -1.99612 0.96368 0.25157
C30 -0.89807 2.26961 -2.04423
C31 0.35057 2.61743 -1.50385
C32 1.47657 2.68835 -2.30747
C33 1.38745 2.39784 -3.66497
C34 0.16736 2.04563 -4.21849
C35 -0.96529 1.98290 -3.41451
C36 -3.77903 1.35338 -2.03070
C37 -4.18174 0.01919 -1.92552
C38 -5.12455 -0.53571 -2.77907
C39 -5.68149 0.23762 -3.78746
C40 -5.28462 1.55841 -3.93264
C41 -4.34704 2.10708 -3.06817
H37 -4.27152 4.30339 1.50725
H38 -3.51711 2.74145 1.80609
H39 -4.84211 2.89505 0.62271
H40 -3.67545 5.66571 -0.55496
H41 -4.54875 4.38865 -1.38479
H42 -2.93191 4.87800 -1.93758
H43 -2.01643 5.27757 1.08099
H44 -0.97028 4.67850 -0.19561
H45 -1.20198 3.73401 1.28835
H46 0.44234 2.85330 -0.44936
H47 2.42662 2.98817 -1.88580
H48 2.26874 2.45738 -4.28937
H49 0.09068 1.83878 -5.27801
H50 -1.91274 1.71588 -3.86835
H51 -3.77297 -0.59778 -1.13664
H52 -5.43366 -1.56701 -2.65754
H53 -6.41776 -0.18626 -4.45714
H54 -5.70416 2.16603 -4.72332
H55 -4.04300 3.13178 -3.23177

Atoms 1-6, force components in eV/Å:
0.19 0.04 -0.07
0.00 -0.02 -0.01
0.01 0.00 0.02
0.08 0.03 -0.05
0.00 0.00 0.03
0.00 -0.01 -0.03

Output
DFT total energy   -3757.53835 Ha
Frontier orbital gap   0.19090 Ha
Total charge   +3
Lowest unoccupied orbital energy   -9.635 eV

=====

# 6
An isolated molecule of C22H26ClN3O5S. Source: the Open Molecules 2025 dataset; level of theory: the ωB97M-V functional and the def2-TZVPD basis.

Geometry (Å):
C1 -5.91799 -0.53480 -2.27496
C2 -4.82885 0.07703 -1.45114
C3 -5.07690 1.21735 -0.69052
C4 -4.07103 1.79853 0.05894
C5 -2.80752 1.23978 0.04306
C6 -2.53552 0.11292 -0.70638
C7 -3.54846 -0.46630 -1.45128
H1 -3.34282 -1.34908 -2.03844
H2 -1.53692 -0.29397 -0.70717
S1 -1.55280 1.97043 1.07289
O1 -1.74112 3.38305 1.15616
O2 -0.26021 1.47064 0.66043
N1 -1.97584 1.30263 2.56266
H3 -1.73894 1.96414 3.29429
C8 -1.30558 0.03960 2.78523
C9 0.18348 0.30119 3.02273
O3 0.53081 1.27760 3.65925
N2 1.05673 -0.59803 2.52479
C10 0.68403 -1.70806 1.71956
C11 0.43184 -2.93967 2.31090
C12 0.09371 -4.02936 1.52912
C13 0.01450 -3.88124 0.15265
C14 0.27223 -2.65767 -0.44762
C15 0.60870 -1.57105 0.33858
H4 0.80128 -0.60620 -0.10297
H5 0.21407 -2.56086 -1.52038
Cl1 -0.41499 -5.23594 -0.82609
H6 -0.10484 -4.98800 1.98150
H7 0.50089 -3.04164 3.38322
C16 2.48084 -0.39392 2.71482
H8 2.59797 0.33077 3.52643
H9 2.95213 -1.33959 2.99557
C17 3.21239 0.15164 1.47934
O4 4.27188 -0.32296 1.11848
N3 2.61386 1.20237 0.90112
H10 1.67545 1.47283 1.16834
C18 3.15165 1.85592 -0.26700
H11 3.08517 2.93900 -0.13384
H12 4.19953 1.56128 -0.35467
C19 2.37362 1.47670 -1.54483
C20 2.78335 0.09620 -2.07055
H13 1.98206 -0.32212 -2.68082
C21 4.00424 0.42553 -2.93590
H14 4.92258 0.27981 -2.36951
C22 3.81161 1.91279 -3.28668
H15 3.63686 2.07396 -4.35404
H16 4.68162 2.50907 -2.98451
O5 2.65467 2.36684 -2.60402
H17 4.05063 -0.19546 -3.82794
H18 3.02478 -0.59566 -1.26753
H19 1.30272 1.56659 -1.33099
H20 -1.73400 -0.43678 3.67218
H21 -1.47820 -0.59300 1.91509
H22 -4.23867 2.68371 0.65051
H23 -6.06678 1.64891 -0.68798
H24 -6.88131 -0.43292 -1.78141
H25 -5.98022 -0.02696 -3.23757
H26 -5.72239 -1.58754 -2.46108

Atoms 1-6, force components in eV/Å:
0.00 0.04 -0.06
0.10 -0.03 0.05
0.16 0.01 0.06
-0.13 0.13 0.00
0.49 0.14 0.21
0.18 -0.03 -0.04

Output
Structure (SMILES)   Cc1ccc(S(=O)(=O)NCC(=O)N(CC(=O)NC[C@@H]2CCCO2)c2ccc(Cl)cc2)cc1
DFT total energy   -2252.82351 Ha
Frontier orbital gap   0.34806 Ha
Total charge   0
Lowest unoccupied orbital energy   0.370 eV